Model i:
23
Properties=species:S:1:pos:R:3 method="wB97M-V/def2-TZVPD" smiles="[H]/N=N/[C@@H]([NH2+]C)C1(C)CC1" e_homo_ev=-13.4089 charge=+1 gap_ev=9.803
C -0.0061 -1.7494 0.8495
C -0.6851 -1.0146 1.9185
C 0.1945 -0.3283 0.8943
C 1.5248 0.1872 1.4877
C -0.5973 0.0312 -2.6918
C -0.4144 0.5707 -0.2042
N -0.7660 2.6759 0.2285
N 0.0330 1.8537 -0.1477
N 0.2623 -0.0124 -1.4725
H 0.8339 -2.2324 1.2366
H -0.5602 -2.2552 0.1466
H -1.8113 -0.8917 1.7544
H -0.2962 -1.2827 2.9116
H 1.3805 0.8692 2.3323
H 2.0751 0.7436 0.7403
H 1.9866 -0.7795 1.8923
H -1.3849 -0.7191 -2.4970
H -1.0937 0.9815 -2.7737
H -0.1542 -0.1799 -3.6350
H -1.4597 0.4645 -0.2942
H -0.5513 3.7057 -0.0004
H 1.1702 0.3864 -1.5574
H 0.3194 -1.0244 -1.1187

***

Model ii:
23
Properties=species:S:1:pos:R:3 method="wB97M-V/def2-TZVPD" smiles="C=[N+]1N[C@@H]1CCCNC" e_homo_ev=-12.2845 charge=+1 gap_ev=7.849
C -0.5838 1.5889 -0.0685
C 0.7948 1.2743 0.4379
C -1.6989 0.6045 0.2113
C -2.6749 -1.5033 -0.1201
C 1.3403 0.1124 -0.2942
C 3.4370 -1.0387 0.7392
N 2.4836 0.2248 -1.1719
N 2.6360 -0.4630 -0.0610
N -1.6517 -0.5941 -0.5414
H -0.8708 2.4061 0.5974
H -0.5890 2.0542 -1.0102
H 1.5157 2.2140 0.4608
H 0.6343 0.9313 1.5341
H -1.9060 0.1845 1.1865
H -2.7984 1.0521 0.1769
H -2.7010 -2.3670 -0.6876
H -3.7372 -1.1367 -0.1638
H -2.5671 -1.7410 0.8625
H 3.1047 -1.5448 1.6317
H 4.5044 -1.1355 0.5726
H 2.7191 -0.1495 -2.0673
H -1.9433 -0.4511 -1.5772
H 0.5523 -0.5223 -0.6476

***

model i wins, 0.0458 hartree ahead of the next structure.